Density functional theory data (the ωB97M-V functional and the def2-TZVPD basis) for an isolated molecule of C5H11N3.

Orbital gap (alpha / beta) in eV: 6.233 / 6.234
E_LUMO (alpha / beta) in hartree: 0.0265 / 0.0265
HOMO (alpha / beta) in eV: -5.51 / -5.51

Last column: Löwdin charge in e.
CARTESIAN COORDINATES (ANGSTROEM)
C: 1.05254 1.30416 -0.16745  -0.114
C: -2.15049 -0.59277 0.66723  -0.073
C: 1.32455 -0.10137 0.22784  -0.377
C: -0.44533 1.01944 -0.41369  -0.335
N: 2.35376 -0.86741 -0.20874  0.166
N: -0.86402 0.48165 -1.67665  0.004
C: -0.88398 0.22859 0.78695  -0.347
N: 0.33315 -0.68658 0.94213  0.080
H: 2.25916 -1.87330 -0.26472  0.103
H: 3.21912 -0.42938 -0.47533  0.103
H: -0.55641 -0.46558 -1.91890  0.057
H: -0.68269 1.09988 -2.45353  0.056
H: 0.56614 -1.23606 1.76791  0.129
H: 1.22105 2.00286 0.65862  0.105
H: 1.60480 1.62273 -1.05174  0.107
H: -0.92028 0.86152 1.68232  0.123
H: -2.99289 0.07645 0.48472  0.080
H: -2.09212 -1.28746 -0.17063  0.066
H: -2.34607 -1.15737 1.58366  0.069


Density functional theory data (the ωB97M-V functional and the def2-TZVPD basis) for the ion C2H6N3O with charge +1 in a non-equilibrium geometry.

Orbital gap in eV: 8.684
E_LUMO in hartree: -0.1778
Total charge: +1
HOMO in eV: -13.52

Last column: Löwdin charge in e.
CARTESIAN COORDINATES (ANGSTROEM)
H: -2.81456 1.84252 0.20289  0.090
N: -2.13900 1.12364 -0.07940  0.119
C: -2.18941 -0.13033 -0.06912  -0.215
N: -0.88724 -0.70324 -0.06406  -0.005
O: 0.17757 0.12428 -0.09415  0.044
C: 1.40372 -0.25101 -0.05858  -0.071
N: 2.27803 0.76387 -0.01363  0.213
H: -2.92380 -0.91456 -0.14188  0.130
H: -0.63061 -1.75877 -0.06414  0.205
H: 1.78571 -1.25511 -0.09676  0.170
H: 3.23387 0.78379 -0.44351  0.177
H: 1.87459 1.66945 0.17047  0.142


Density functional theory data (the ωB97M-V functional and the def2-TZVPD basis) for a cluster of 21 separate species, C32H114N8O21 in total in a non-equilibrium geometry.

Orbital gap in eV: 9.190
E_LUMO in hartree: 0.0005
HOMO in eV: -9.18

Last column: Löwdin charge in e.
CARTESIAN COORDINATES (ANGSTROEM)
O: 10.16731 -3.86196 1.91627  -0.055
H: 10.82662 -4.55226 1.84549  0.027
H: 9.33711 -4.33081 2.00106  0.028
O: -9.56243 2.21161 3.68627  -0.055
H: -9.03262 2.38553 4.46427  0.026
H: -9.96875 3.05328 3.47956  0.028
O: 2.34679 -2.34610 -6.55065  -0.053
H: 2.20969 -2.44632 -7.49267  0.027
H: 1.48078 -2.48214 -6.16627  0.024
O: -1.02582 2.14911 6.55505  -0.054
H: -1.18740 1.68568 5.73325  0.025
H: -0.37784 2.81692 6.33059  0.027
O: -3.67575 7.71620 5.46470  -0.056
H: -3.14800 7.90416 6.24084  0.028
H: -3.23625 8.18618 4.75606  0.029
O: -1.59988 -2.77544 -4.19312  -0.056
H: -2.15790 -2.83816 -3.41794  0.029
H: -2.05946 -3.28377 -4.86142  0.028
O: 9.72558 0.61253 0.91676  -0.056
H: 10.56094 1.07808 0.87588  0.027
H: 9.92187 -0.19078 1.39882  0.027
O: 4.99060 -4.48420 2.98021  -0.056
H: 4.37624 -4.05107 2.38760  0.028
H: 4.56463 -5.31144 3.20484  0.027
O: 2.40536 5.51916 5.50157  -0.055
H: 2.62323 5.81936 4.61916  0.026
H: 2.59005 6.27171 6.06352  0.029
O: 4.02518 6.45250 1.00305  -0.056
H: 3.95337 5.64981 0.48654  0.028
H: 4.62837 7.00477 0.50567  0.029
O: -5.11150 -2.35622 -0.32535  -0.056
H: -5.52784 -2.82512 0.39785  0.028
H: -4.67070 -1.61555 0.09100  0.024
O: -6.09303 3.76182 6.54967  -0.055
H: -5.34499 3.31307 6.94377  0.028
H: -5.72364 4.56261 6.17750  0.026
O: 7.86795 3.96883 -2.66871  -0.057
H: 8.06814 3.25534 -2.06283  0.028
H: 7.40150 3.54710 -3.39037  0.028
C: 7.20473 -10.45481 -1.90460  -0.075
C: 7.42354 -9.43369 -3.01241  -0.419
C: 7.78856 -7.97675 -2.54172  -0.201
O: 7.73188 -7.03598 -3.61052  -0.207
C: 7.29770 -5.71669 -3.21197  -0.088
N: 8.58409 -9.83824 -3.79799  0.019
H: 8.09212 -10.52610 -1.27568  0.077
H: 6.82970 -11.35111 -2.39865  0.081
H: 6.45239 -10.06687 -1.21788  0.069
H: 6.50642 -9.51139 -3.59631  0.137
H: 8.81562 -7.95135 -2.17757  0.120
H: 7.16801 -7.65069 -1.70703  0.111
H: 8.03530 -5.34680 -2.49980  0.084
H: 6.26750 -5.64501 -2.86316  0.086
H: 7.38617 -5.06622 -4.08212  0.084
H: 9.47151 -9.76146 -3.32184  0.067
H: 8.67932 -9.00913 -4.36683  0.055
C: -6.34800 -3.07827 5.18808  -0.066
C: -7.22291 -4.32173 4.91591  -0.443
C: -8.76987 -4.02925 4.65119  -0.204
O: -9.42838 -5.24678 4.47469  -0.197
C: -10.75128 -5.02260 4.06040  -0.110
N: -6.72891 -5.01522 3.75533  0.031
H: -6.39682 -2.32962 4.39736  0.068
H: -5.29372 -3.35501 5.18923  0.072
H: -6.71985 -2.51717 6.04540  0.074
H: -7.10933 -4.97033 5.78455  0.127
H: -8.74271 -3.39054 3.76836  0.125
H: -9.23309 -3.50503 5.48707  0.123
H: -10.77740 -4.47521 3.11817  0.091
H: -11.30831 -4.51920 4.85060  0.089
H: -11.20150 -5.99989 3.88634  0.089
H: -7.44116 -5.72411 3.65401  0.063
H: -5.93909 -5.42450 4.23362  0.072
C: 4.94338 2.63111 12.14356  -0.051
C: 5.65822 2.84880 10.75599  -0.393
C: 4.94257 2.08070 9.59325  -0.197
O: 5.02601 0.67428 9.74436  -0.183
C: 4.67177 -0.03247 8.59125  -0.132
N: 5.65707 4.26833 10.39130  0.003
H: 4.90798 1.57054 12.39264  0.070
H: 3.94348 3.06469 12.16065  0.074
H: 5.47423 3.09666 12.97396  0.063
H: 6.72733 2.64877 10.82732  0.127
H: 5.39653 2.40684 8.65749  0.114
H: 3.88801 2.35473 9.56292  0.126
H: 3.61681 0.02613 8.32344  0.085
H: 4.99248 -1.06920 8.69335  0.089
H: 5.15808 0.34117 7.69014  0.079
H: 5.90212 4.85622 11.17516  0.062
H: 6.39122 4.51839 9.74430  0.065
C: -2.33688 10.52485 -0.44934  -0.075
C: -0.94311 9.89107 -0.49265  -0.421
C: -0.02125 10.65800 -1.52193  -0.199
O: -0.17569 12.06208 -1.26908  -0.221
C: 0.63760 12.89527 -2.18916  -0.059
N: -0.35207 9.94090 0.81746  0.024
H: -2.29821 11.55021 -0.08159  0.074
H: -2.97844 9.90250 0.17451  0.071
H: -2.88113 10.53205 -1.39371  0.075
H: -1.07626 8.84414 -0.76523  0.132
H: -0.17964 10.36435 -2.55961  0.113
H: 1.01218 10.41215 -1.27765  0.109
H: 1.69679 12.80731 -1.94732  0.078
H: 0.33606 13.93726 -2.08219  0.083
H: 0.51193 12.53376 -3.20975  0.078
H: -0.02701 10.87452 1.02427  0.071
H: 0.46753 9.36307 0.93774  0.068
C: 3.89544 4.01633 -8.49302  -0.081
C: 3.51757 3.85437 -6.98635  -0.380
C: 1.94919 3.63678 -6.62986  -0.160
O: 1.16655 4.72169 -7.16512  -0.216
C: -0.08705 5.00613 -6.51381  -0.091
N: 4.23138 2.64958 -6.56171  0.008
H: 3.64502 3.09381 -9.01681  0.072
H: 4.95501 4.19511 -8.67586  0.070
H: 3.31147 4.82129 -8.93925  0.066
H: 3.83444 4.79604 -6.53809  0.124
H: 2.02501 3.74305 -5.54770  0.107
H: 1.45127 2.69490 -6.86012  0.120
H: -0.16857 4.56945 -5.51843  0.082
H: -0.86529 4.71456 -7.21909  0.082
H: -0.16564 6.08553 -6.38421  0.078
H: 5.05525 2.50013 -7.12650  0.058
H: 3.65326 1.84941 -6.77524  0.062
C: -7.77001 5.62933 -3.42326  -0.052
C: -9.08062 4.93548 -3.95729  -0.411
C: -8.80782 3.45672 -4.23043  -0.210
O: -7.60760 3.31876 -4.97530  -0.188
C: -7.09481 2.02504 -5.04059  -0.123
N: -10.25810 5.30321 -3.14723  0.024
H: -6.98130 5.44448 -4.15256  0.070
H: -7.57938 5.33400 -2.39149  0.076
H: -7.85588 6.71175 -3.32787  0.064
H: -9.25762 5.42686 -4.91402  0.123
H: -9.64907 2.86244 -4.58714  0.121
H: -8.74348 2.95752 -3.26360  0.121
H: -7.81531 1.34079 -5.48868  0.085
H: -6.78224 1.64124 -4.06946  0.089
H: -6.22277 1.93178 -5.68785  0.086
H: -10.37064 6.30594 -3.19163  0.064
H: -11.10066 4.96504 -3.58979  0.062
C: -2.39414 -12.36818 -4.95209  -0.077
C: -0.87176 -12.51440 -4.74813  -0.407
C: -0.39788 -12.51468 -3.26265  -0.174
O: -1.03250 -11.49724 -2.48707  -0.212
C: -0.53069 -10.15758 -2.44361  -0.086
N: -0.49598 -13.73283 -5.50406  0.023
H: -2.92010 -13.26003 -4.61142  0.076
H: -2.75129 -12.16816 -5.96231  0.076
H: -2.84658 -11.60787 -4.31545  0.067
H: -0.44327 -11.63783 -5.23408  0.117
H: 0.67573 -12.51684 -3.07425  0.123
H: -0.74026 -13.49156 -2.92120  0.116
H: 0.53374 -10.15811 -2.20891  0.080
H: -1.01580 -9.43033 -1.79256  0.087
H: -0.63312 -9.81528 -3.47340  0.078
H: -0.36829 -14.50068 -4.86049  0.057
H: -1.25820 -14.01608 -6.10314  0.055
C: 2.46728 0.40629 0.71980  -0.086
C: 1.05361 -0.01417 1.01054  -0.426
C: 0.06573 1.04161 0.45414  -0.221
O: -1.23433 0.87880 0.98332  -0.185
C: -2.04519 2.01834 0.62064  -0.098
N: 0.94849 -1.39528 0.49858  0.031
H: 3.30528 -0.27242 0.87857  0.078
H: 2.67986 1.30591 1.29738  0.077
H: 2.52327 0.56861 -0.35659  0.080
H: 0.89483 -0.11071 2.08458  0.137
H: 0.00574 1.02148 -0.63403  0.126
H: 0.43614 2.03894 0.69129  0.115
H: -3.05469 2.05482 1.03012  0.086
H: -2.10228 2.16486 -0.45796  0.083
H: -1.55825 2.92340 0.98379  0.078
H: 1.13887 -1.48065 -0.48963  0.066
H: -0.04039 -1.58711 0.57211  0.060